Entry 1:
{"formula": "C4H7N2", "method": "ωB97M-V with the def2-TZVPD basis set", "charge": 2, "spin_multiplicity": 2, "e_homo_ha": [-0.7877, -0.8461], "e_tot_ha": -265.369529, "orbital_gap_ev": [11.535, 8.979], "e_above_lowest_kcal_mol": 11.1, "species": ["C", "C", "C", "N", "C", "N", "H", "H", "H", "H", "H", "H", "H"], "xyz": [[-0.7790, -0.4116, 1.7138], [-0.3414, -0.3087, 0.2884], [0.6149, -1.0191, -0.4977], [0.9982, -0.2079, -1.5187], [0.3634, 0.9711, -1.3831], [-0.3810, 0.9531, -0.2775], [-1.6654, -1.0622, 1.7982], [0.0569, -0.7243, 2.3446], [-1.0556, 0.5643, 2.1189], [0.8039, -2.0739, -0.4343], [1.7478, -0.3176, -2.2067], [0.3819, 1.8156, -2.0591], [-0.7447, 1.8212, 0.1133]], "forces_ev_per_angstrom": [[-0.364, -0.076, -0.706], [0.528, 2.879, 2.326], [-0.486, -0.471, -1.371], [-0.152, 0.137, 0.692], [-0.233, 0.408, 0.141], [0.293, -0.826, -0.802], [0.371, -0.265, 0.250], [-0.031, -0.731, -0.081], [-0.189, 0.054, -0.411], [0.617, -0.318, 0.055], [-0.203, -0.614, -0.088], [0.420, 0.057, -0.159], [-0.572, -0.234, 0.154]]}

***

Entry 2:
{"formula": "C15H17N3O3S", "method": "ωB97M-V with the def2-TZVPD basis set", "e_homo_ha": -0.3050, "e_tot_ha": -1370.023680, "orbital_gap_ev": 8.912, "e_above_lowest_kcal_mol": 25.6, "species": ["N", "C", "O", "C", "C", "C", "N", "C", "O", "C", "S", "C", "N", "C", "C", "C", "C", "C", "C", "O", "C", "C", "H", "H", "H", "H", "H", "H", "H", "H", "H", "H", "H", "H", "H", "H", "H", "H", "H"], "xyz": [[-5.4204, -1.6853, -0.5787], [-4.6760, -0.8345, 0.1659], [-5.1724, 0.1033, 0.7475], [-3.1874, -1.1779, 0.1737], [-2.4486, -0.4871, 1.3243], [-2.3258, 1.0216, 1.0921], [-1.7103, 1.2840, -0.1881], [-0.4893, 1.7974, -0.4320], [-0.0396, 1.9105, -1.5566], [0.3264, 2.2725, 0.7651], [0.8386, 0.8766, 1.8269], [2.3217, 0.4629, 1.0466], [2.9746, 1.1887, 0.2047], [4.0835, 0.4363, -0.1109], [5.1468, 0.6822, -0.9666], [6.1194, -0.2945, -1.0561], [6.0458, -1.4780, -0.3233], [4.9918, -1.7404, 0.5349], [4.0197, -0.7656, 0.6229], [2.8741, -0.7327, 1.3648], [-2.4772, 0.7416, -1.2906], [-2.5494, -0.7794, -1.1661], [-5.0279, -2.4842, -1.0426], [-6.4126, -1.5290, -0.6452], [-3.1023, -2.2633, 0.3002], [-2.9856, -0.6535, 2.2583], [-1.4500, -0.9182, 1.4172], [-1.7536, 1.4662, 1.9036], [-3.3293, 1.4581, 1.0867], [1.2424, 2.7302, 0.3937], [-0.2274, 2.9676, 1.3936], [5.1972, 1.5978, -1.5318], [6.9627, -0.1402, -1.7124], [6.8311, -2.2111, -0.4279], [4.9275, -2.6533, 1.1043], [-1.9815, 1.0302, -2.2189], [-3.4834, 1.1714, -1.2639], [-3.1178, -1.1873, -2.0036], [-1.5358, -1.1836, -1.2116]], "forces_ev_per_angstrom": [[-0.396, -0.235, -0.256], [0.371, -0.484, -0.116], [-0.149, 0.395, 0.279], [0.122, 0.071, 0.147], [-0.257, 0.078, -0.017], [-0.060, -0.159, 0.367], [-0.397, -0.044, -0.100], [0.325, 0.291, 0.150], [0.226, 0.041, -0.212], [0.228, -0.291, -0.027], [-0.391, 0.038, 0.339], [0.382, 0.664, -0.586], [-0.561, 0.217, 0.249], [0.258, -1.002, 0.381], [-0.184, -0.028, 0.133], [0.145, -0.001, -0.090], [0.055, -0.033, -0.022], [-0.342, -0.049, 0.265], [0.697, 0.678, -0.834], [-0.230, -0.224, 0.248], [0.106, -0.165, -0.435], [-0.083, 0.134, -0.002], [0.032, 0.036, 0.043], [0.052, 0.026, 0.006], [-0.027, 0.067, -0.017], [0.013, -0.029, 0.053], [-0.019, -0.007, -0.006], [-0.058, 0.078, -0.034], [0.187, 0.024, 0.106], [-0.185, 0.049, -0.002], [0.047, -0.033, 0.046], [0.017, 0.118, -0.081], [0.073, 0.007, -0.053], [0.060, -0.063, -0.005], [0.029, -0.124, 0.053], [-0.150, -0.015, 0.135], [0.023, 0.027, -0.033], [0.036, -0.037, -0.034], [0.005, -0.015, -0.039]]}

***

Entry 3:
{"formula": "C19H37NO4SiTl", "method": "ωB97M-V with the def2-TZVPD basis set", "charge": -1, "e_homo_ha": -0.1170, "e_tot_ha": -1563.850714, "orbital_gap_ev": 5.920, "species": ["C", "C", "C", "C", "C", "Tl", "N", "C", "C", "H", "H", "H", "H", "H", "H", "H", "H", "H", "H", "C", "C", "C", "C", "O", "Si", "O", "O", "C", "C", "C", "C", "O", "C", "C", "C", "C", "H", "H", "H", "H", "H", "H", "H", "H", "H", "H", "H", "H", "H", "H", "H", "H", "H", "H", "H", "H", "H", "H", "H", "H", "H", "H", "H"], "xyz": [[-0.4359, 1.0528, -2.1007], [0.9781, 1.1940, -1.8571], [1.1524, 2.0212, -0.6952], [-0.1543, 2.3924, -0.2096], [-1.1398, 1.7884, -1.0770], [0.0650, 0.0678, -0.0134], [-1.3789, -1.4071, 0.0141], [-0.3627, -2.3636, -0.4940], [1.0439, -1.7199, -0.6947], [2.0919, 2.2896, -0.2444], [1.7675, 0.7420, -2.4360], [-0.3633, 2.9801, 0.6658], [-2.2060, 1.8500, -0.9609], [-0.8912, 0.4575, -2.8729], [1.3892, -1.7642, -1.7214], [-0.3114, -3.1911, 0.2252], [-2.2911, -1.6022, 0.0255], [1.7819, -2.0548, 0.0252], [-0.7362, -2.7407, -1.4578], [1.4341, 3.7403, 4.4893], [1.7495, 2.3728, 3.8823], [2.4843, 2.5008, 2.5539], [2.5031, 1.4857, 4.8659], [0.4810, 1.7663, 3.6054], [-0.3471, 0.4812, 3.4430], [-0.2445, -0.0474, 2.0086], [0.1290, -0.5560, 4.4805], [0.5543, -1.8899, 4.7810], [1.4157, -2.3869, 3.6236], [1.3511, -1.7993, 6.0847], [-0.7026, -2.7365, 4.9682], [-1.7921, 0.8816, 3.7878], [-3.1934, 0.5994, 3.6670], [-3.4170, -0.1960, 2.3844], [-3.5997, -0.1918, 4.9080], [-3.8900, 1.9590, 3.6110], [2.3871, 4.2363, 4.7027], [0.8616, 3.6326, 5.4249], [0.8518, 4.3591, 3.7882], [3.4592, 2.9619, 2.7506], [2.6377, 1.5105, 2.0905], [1.9177, 3.1447, 1.8641], [1.9348, 1.3525, 5.8012], [2.7129, 0.4997, 4.4200], [3.4599, 1.9733, 5.0931], [2.2975, -1.7397, 3.4738], [1.7584, -3.3998, 3.8756], [0.8414, -2.4277, 2.6854], [0.7362, -1.3833, 6.8992], [1.6685, -2.8126, 6.3553], [2.2488, -1.1712, 5.9695], [-1.3126, -2.3556, 5.8033], [-1.3111, -2.7540, 4.0478], [-0.3827, -3.7581, 5.2068], [-2.8757, -1.1568, 2.4164], [-4.4918, -0.3989, 2.2953], [-3.0846, 0.3749, 1.5004], [-3.3808, 0.3693, 5.8309], [-4.6762, -0.3842, 4.8449], [-3.0730, -1.1581, 4.9465], [-3.6891, 2.5427, 4.5231], [-3.5499, 2.5392, 2.7372], [-4.9666, 1.7771, 3.5277]], "forces_ev_per_angstrom": [[0.639, 2.050, -0.374], [-0.840, 2.271, -1.265], [-0.501, 0.764, -1.225], [-0.140, 0.309, -1.364], [1.161, 1.108, -1.043], [0.904, -2.128, 3.193], [4.054, -0.252, -0.692], [-1.359, -1.305, -0.268], [-0.950, -0.949, 0.487], [0.052, 0.011, -0.009], [-0.034, -0.084, 0.115], [-0.016, 0.024, 0.165], [-0.127, -0.035, 0.054], [-0.016, -0.101, 0.009], [0.147, 0.079, -0.030], [0.247, -0.413, -0.224], [-4.105, -1.402, -0.279], [0.177, -0.330, -0.083], [0.393, -0.502, -0.071], [0.251, 0.034, 0.024], [-1.743, -0.936, -0.227], [0.270, 0.102, 0.095], [0.404, 0.131, 0.054], [2.727, 4.522, 1.003], [0.135, -1.341, -2.567], [0.524, -0.664, -0.012], [1.609, -3.160, 3.689], [-0.504, 1.670, -0.558], [0.077, -0.439, 0.034], [0.099, -0.235, 0.019], [0.125, -0.322, 0.011], [-4.661, 1.545, 1.469], [1.823, 0.278, -0.088], [-0.310, -0.118, 0.048], [-0.238, -0.096, -0.059], [-0.172, -0.102, 0.004], [-0.143, 0.195, 0.082], [0.212, -0.031, -0.354], [0.204, -0.284, 0.200], [0.017, -0.030, -0.225], [-0.140, 0.395, 0.204], [0.161, -0.267, 0.236], [0.160, 0.017, -0.420], [-0.160, 0.372, 0.177], [-0.031, -0.163, 0.115], [-0.387, -0.202, 0.087], [0.101, 0.097, -0.188], [0.141, 0.153, 0.334], [0.142, -0.141, -0.340], [0.055, 0.112, 0.166], [-0.363, -0.223, -0.048], [0.253, -0.064, -0.302], [0.296, 0.058, 0.318], [-0.248, -0.013, -0.030], [-0.095, 0.491, -0.136], [0.055, -0.046, -0.127], [-0.014, -0.315, 0.404], [-0.050, -0.136, -0.365], [0.021, -0.077, 0.213], [-0.157, 0.392, -0.067], [-0.030, -0.228, -0.278], [-0.087, -0.289, 0.314], [-0.016, 0.245, -0.006]]}